C37H52N6O6PSiTeY | ωB97M-V/def2-TZVPD

The calculation puts the energy above the lowest of the compared OMol25 structures with the same formula, charge and spin at 0.929 eV. As for the multiplicity: 1. The electronic energy is -85952.4024 eV. The value obtained for the HOMO-LUMO gap is 7.3212 eV. The highest occupied orbital energy is -7.53 eV. As for the total charge: 0.

Geometry (Å):
C 0.523 4.823 -0.774
H 5.798 -1.831 2.207
H -5.390 0.386 0.040
H 1.838 -0.347 6.402
H 5.523 -0.662 -1.351
H -0.757 -2.972 3.619
C 1.471 1.134 -2.504
H -6.228 3.125 -1.064
C -2.233 1.011 2.984
H 3.026 -3.145 -5.200
C 2.134 -0.965 5.563
C 4.684 4.103 2.480
C 0.017 -5.706 -2.994
H -0.589 -2.890 1.221
C -6.446 2.115 -0.716
H -2.017 2.917 -2.395
C 0.807 -5.948 -4.109
C 3.282 2.549 1.299
N 0.427 2.430 -0.779
H -3.213 1.773 -4.980
O -2.056 1.337 -0.199
H -2.790 -2.207 2.521
H -1.084 2.184 -3.705
N -2.243 -0.234 2.234
H 4.129 -3.247 0.836
C 2.519 -3.121 4.596
C 4.091 -2.491 0.050
Te -2.927 -1.675 -0.888
N -0.191 -2.118 1.745
H -4.680 1.942 0.522
H 0.785 -6.912 -4.602
H 2.264 -5.141 -5.459
H 3.072 -2.451 -0.345
H 6.329 -0.286 1.529
H -2.628 1.788 2.326
N 1.171 -1.052 -2.803
C 1.727 3.592 -2.421
H -0.527 -4.246 -1.520
C 0.821 -2.131 -2.132
C 2.130 -2.347 5.680
C 0.077 -4.464 -2.391
C 0.069 3.609 -0.283
C 1.212 2.424 -1.864
C 2.527 -0.368 4.370
C -3.150 2.546 -4.214
C 0.888 -3.434 -2.868
H 1.020 1.252 2.470
C -0.822 1.385 3.401
O -4.299 1.349 -1.420
C 1.388 4.809 -1.857
H -2.875 0.966 3.877
H -0.834 2.351 3.918
H 6.004 3.234 3.931
H 1.831 -2.817 6.608
C 2.918 -1.122 3.258
H -0.424 0.659 4.111
C 3.815 1.468 2.005
N 0.047 1.392 2.221
N 0.912 0.076 -2.062
H 5.018 5.116 2.665
C 5.899 -1.259 1.279
H -4.119 2.634 -3.726
H 2.527 0.715 4.312
H -0.637 -6.473 -2.601
H 3.837 -0.141 -1.271
O 1.858 -0.250 0.758
H -2.561 -1.328 4.030
C 4.762 -0.224 -0.695
H 5.094 0.783 -0.427
H 2.524 -4.202 4.674
Si 3.233 -0.281 1.582
C -5.184 1.409 -0.288
O 0.392 -2.167 -0.937
P -2.879 0.636 -1.262
C 4.569 -1.118 0.541
H 3.271 4.670 0.966
H 4.746 -2.843 -0.755
O -2.251 0.873 -2.699
C 2.900 -2.514 3.407
H 5.250 0.940 3.526
H 3.189 -3.152 2.579
C 1.686 -3.700 -3.986
H 0.199 5.747 -0.317
C -0.744 -2.011 3.093
H -3.048 -0.275 1.623
H 1.777 5.731 -2.268
H -0.645 3.592 0.534
C -2.062 2.206 -3.224
H 0.015 2.296 1.767
C 1.635 -4.954 -4.594
H 2.372 3.535 -3.287
O 2.536 -2.753 -4.469
Y -0.236 -0.182 0.115
H -7.135 2.186 0.126
H 0.813 -2.264 1.766
H -6.940 1.569 -1.520
H 6.627 -1.784 0.649
C 4.805 1.748 2.953
H -0.087 -1.355 3.667
H 2.524 2.357 0.550
H 2.109 1.082 -3.383
H -2.916 3.493 -4.704
C 3.705 3.853 1.531
C -2.161 -1.463 3.016
C 5.237 3.044 3.191